[1]
{
  "formula": "C5H10O",
  "method": "wB97M-V/def2-TZVPD",
  "elements": ["C", "C", "C", "C", "C", "O", "H", "H", "H", "H", "H", "H", "H", "H", "H", "H"],
  "positions_angstrom": [[1.581, 0.985, 0.002], [0.647, -0.127, -0.435], [-0.267, -0.709, 0.660], [-0.812, -0.381, -2.326], [-1.504, 0.099, 1.055], [-0.220, 0.410, -1.486], [2.207, 1.314, -0.836], [1.009, 1.841, 0.366], [2.239, 0.623, 0.799], [1.228, -0.934, -0.906], [-0.589, -1.702, 0.322], [0.348, -0.857, 1.553], [-0.380, -1.407, -2.102], [-2.030, -0.475, 1.824], [-1.251, 1.073, 1.485], [-2.210, 0.261, 0.231]],
  "orbital_gap_ev": 9.353,
  "total_energy_ha": -271.63418,
  "e_lumo_ev": 0.85,
  "homo_energy_ev": -8.506
}

***

[2]
{
  "formula": "C17H32Cl2HgO2P2",
  "method": "wB97M-V/def2-TZVPD",
  "elements": ["P", "P", "C", "C", "H", "H", "H", "H", "C", "H", "H", "H", "C", "H", "H", "H", "C", "H", "H", "H", "C", "H", "H", "H", "Hg", "C", "C", "C", "C", "C", "C", "C", "C", "C", "H", "H", "H", "H", "H", "H", "H", "H", "H", "H", "H", "H", "H", "H", "H", "Cl", "C", "Cl", "C", "O", "O", "H"],
  "positions_angstrom": [[0.242, 2.986, 0.312], [-0.542, 0.428, -2.571], [0.333, 3.020, -1.532], [-0.700, 2.243, -2.371], [1.361, 2.836, -1.896], [0.127, 4.085, -1.748], [-1.737, 2.500, -2.095], [-0.585, 2.578, -3.419], [0.938, 0.305, -3.583], [1.255, -0.739, -3.683], [1.762, 0.893, -3.159], [0.664, 0.708, -4.559], [-1.946, -0.019, -3.582], [-1.720, 0.345, -4.591], [-2.850, 0.467, -3.190], [-2.071, -1.109, -3.587], [1.612, 4.056, 0.724], [1.890, 3.968, 1.779], [1.280, 5.080, 0.510], [2.480, 3.816, 0.091], [-1.290, 3.921, 0.584], [-2.130, 3.486, 0.025], [-1.125, 4.947, 0.237], [-1.536, 3.925, 1.655], [-0.434, -3.075, 3.171], [-0.352, -0.893, -1.342], [1.097, -1.035, -1.144], [1.769, 0.104, -0.591], [1.867, 0.124, 0.972], [1.226, 1.336, 1.488], [-0.198, 1.558, 1.303], [-1.266, 0.774, 0.477], [-0.990, -0.668, 0.076], [0.665, -1.889, 4.511], [-0.796, -1.802, -1.795], [1.580, -1.985, -1.329], [1.126, 0.973, -0.876], [2.754, 0.286, -1.061], [1.427, -0.773, 1.449], [2.931, 0.139, 1.228], [1.769, 1.908, 2.252], [-0.659, 1.930, 2.236], [-1.597, 1.367, -0.405], [-2.169, 0.793, 1.124], [-0.360, -1.152, 0.833], [-1.947, -1.201, 0.100], [0.249, -2.068, 5.513], [0.586, -0.835, 4.222], [1.705, -2.242, 4.455], [-0.902, -7.520, -0.018], [-1.116, -7.137, 1.719], [-0.455, -8.394, 2.763], [-0.445, -5.776, 2.056], [-1.361, -4.880, 2.350], [0.772, -5.623, 2.006], [-2.191, -7.068, 1.906]],
  "orbital_gap_ev": 4.573,
  "total_energy_ha": -2573.62661,
  "e_lumo_ev": 0.12,
  "homo_energy_ev": -4.452
}

***

What is the formula in the first record? C5H10O